ORCA calculation (ωB97M-V/def2-TZVPD) on a 11-piece molecular cluster, C85H187N6O7P2 overall.

Last column: Mulliken charge in e.
Element x y z (Å)
C  -6.244  1.094  -1.029  -1.378
C  -6.610  0.126  -2.097  -0.145
C  -7.382  -0.979  -1.425  -0.579
N  -7.639  -2.198  -2.242  0.377
C  -8.267  -1.898  -3.597  -0.990
C  -8.554  -3.046  -1.418  -0.633
C  -8.387  -4.441  -1.922  -0.648
C  -6.815  -4.495  -1.859  -0.708
C  -6.385  -3.110  -2.338  0.050
H  -5.803  1.996  -1.422  0.382
H  -5.504  0.630  -0.372  0.276
H  -7.131  1.299  -0.426  0.359
H  -5.686  -0.247  -2.593  0.198
H  -7.190  0.582  -2.901  0.385
H  -8.323  -0.616  -1.026  0.597
H  -6.894  -1.336  -0.507  0.049
H  -8.364  -2.835  -4.144  0.422
H  -7.613  -1.196  -4.148  0.334
H  -9.251  -1.453  -3.512  0.329
H  -9.547  -2.606  -1.461  0.468
H  -8.213  -2.988  -0.393  0.384
H  -8.632  -4.622  -2.985  0.206
H  -8.804  -5.195  -1.287  0.462
H  -6.346  -5.304  -2.470  0.416
H  -6.508  -4.629  -0.854  0.250
H  -6.087  -3.092  -3.368  0.471
H  -5.623  -2.661  -1.684  -0.194
C  4.300  7.360  4.558  -1.207
C  2.812  6.873  4.831  -0.209
C  2.866  5.955  6.027  -0.921
N  1.558  5.469  6.657  0.304
C  0.882  6.620  7.320  -0.961
C  1.823  4.287  7.725  -0.641
C  0.686  3.261  7.445  -0.173
C  -0.290  3.907  6.484  -0.711
C  0.653  4.783  5.638  -0.618
H  4.191  8.231  3.938  0.389
H  4.863  6.551  4.067  0.319
H  4.803  7.618  5.510  0.364
H  2.369  6.353  3.982  0.281
H  2.223  7.743  5.081  0.320
H  3.438  6.490  6.816  0.467
H  3.376  5.061  5.751  0.345
H  -0.057  6.367  7.840  0.377
H  0.691  7.387  6.542  0.334
H  1.702  6.959  7.995  0.393
H  1.716  4.723  8.701  0.302
H  2.884  4.022  7.656  0.420
H  0.271  2.886  8.375  0.388
H  1.110  2.393  6.967  0.033
H  -0.958  4.613  6.982  0.303
H  -0.781  3.123  5.918  0.461
H  0.202  5.573  5.002  0.409
H  1.220  4.118  4.969  0.241
C  -5.929  3.598  3.662  -1.505
C  -6.131  5.114  3.716  -0.099
C  -7.603  5.400  3.974  -0.910
N  -7.957  6.829  3.688  0.261
C  -7.128  7.802  4.480  -0.948
C  -9.388  7.151  3.806  -0.666
C  -9.856  8.177  2.735  -0.480
C  -8.608  8.345  1.874  -0.649
C  -7.787  7.062  2.177  -0.603
H  -6.502  3.144  4.446  0.390
H  -4.893  3.326  3.855  0.377
H  -6.225  3.173  2.685  0.340
H  -5.697  5.567  2.834  0.277
H  -5.526  5.564  4.502  0.380
H  -7.799  5.269  5.032  0.442
H  -8.105  4.663  3.376  0.423
H  -7.280  7.555  5.557  0.365
H  -7.403  8.818  4.232  0.415
H  -6.106  7.699  4.208  0.351
H  -9.588  7.391  4.849  0.427
H  -9.894  6.193  3.660  0.354
H  -10.186  9.114  3.235  0.309
H  -10.700  7.724  2.175  0.315
H  -8.034  9.181  2.309  0.277
H  -8.910  8.485  0.811  0.393
H  -6.801  7.083  1.759  0.390
H  -8.420  6.299  1.737  0.377
C  -0.059  -4.381  -5.949  -1.338
C  1.256  -4.936  -6.518  -0.959
C  2.333  -4.817  -5.497  -0.736
N  3.349  -5.890  -5.618  0.896
C  3.859  -5.858  -7.066  -0.962
C  2.763  -7.233  -5.067  -0.288
C  3.339  -7.312  -3.633  -0.685
C  4.732  -6.756  -3.751  -0.724
C  4.473  -5.573  -4.675  -0.211
H  -0.762  -4.334  -6.742  0.485
H  0.210  -3.428  -5.528  0.045
H  -0.401  -5.058  -5.160  0.379
H  1.506  -4.450  -7.451  0.451
H  0.978  -5.958  -6.777  0.761
H  1.828  -4.921  -4.527  -0.121
H  2.843  -3.892  -5.589  0.736
H  4.302  -4.863  -7.216  0.257
H  2.991  -6.102  -7.705  0.370
H  4.585  -6.642  -7.128  0.482
H  3.176  -8.058  -5.708  0.377
H  1.675  -7.147  -5.159  0.218
H  3.350  -8.337  -3.312  0.524
H  2.757  -6.843  -2.830  0.178
H  5.468  -7.408  -4.203  0.384
H  5.250  -6.418  -2.847  0.397
H  5.323  -5.155  -5.193  0.313
H  4.131  -4.771  -4.008  -0.106
C  -1.262  1.749  -6.047  -1.087
C  -2.676  2.395  -6.053  0.070
C  -2.361  3.840  -5.690  -1.021
N  -3.557  4.742  -5.800  0.161
C  -3.977  4.884  -7.214  -0.725
C  -3.231  6.142  -5.164  -0.509
C  -4.566  6.732  -4.606  -0.497
C  -5.503  5.543  -4.655  -0.808
C  -4.608  4.255  -4.907  -0.585
H  -0.594  2.251  -6.751  0.407
H  -1.232  0.690  -6.361  0.415
H  -0.837  1.870  -5.031  -0.061
H  -3.376  1.993  -5.301  0.250
H  -3.196  2.302  -7.012  0.369
H  -1.561  4.345  -6.250  0.537
H  -1.977  3.892  -4.667  0.106
H  -3.140  5.198  -7.873  0.345
H  -4.772  5.620  -7.247  0.421
H  -4.261  3.913  -7.649  0.290
H  -2.691  6.733  -5.879  0.512
H  -2.526  5.924  -4.311  0.199
H  -4.937  7.571  -5.217  0.295
H  -4.398  7.026  -3.566  0.317
H  -6.233  5.660  -5.459  0.399
H  -6.053  5.417  -3.710  0.422
H  -5.190  3.445  -5.354  0.385
H  -4.133  3.860  -3.970  0.373
C  -0.163  0.136  2.070  -1.929
C  -0.660  -1.166  1.428  1.744
C  -0.106  -1.515  0.095  -0.334
N  -0.673  -2.681  -0.642  2.081
C  -0.437  -3.866  0.263  -0.582
C  0.111  -2.792  -1.938  -0.551
C  -0.968  -2.525  -3.071  -0.348
C  -2.170  -1.995  -2.330  -0.534
C  -2.115  -2.560  -0.942  0.266
H  -0.756  1.025  1.754  0.492
H  0.886  0.306  1.915  -0.077
H  -0.324  0.024  3.103  0.560
H  -1.735  -1.183  1.540  0.138
H  -0.308  -2.002  1.994  -0.768
H  0.970  -1.764  0.209  -0.281
H  -0.090  -0.732  -0.668  -0.049
H  -1.214  -3.905  1.055  -0.020
H  0.590  -3.738  0.675  -0.202
H  -0.533  -4.765  -0.368  0.578
H  0.533  -3.783  -1.942  0.215
H  0.995  -2.169  -1.983  -0.381
H  -1.337  -3.474  -3.518  0.217
H  -0.661  -1.912  -3.912  0.378
H  -3.080  -2.406  -2.845  0.262
H  -2.255  -0.851  -2.312  0.133
H  -2.634  -3.523  -0.859  0.404
H  -2.515  -1.875  -0.182  -0.618
C  -1.605  -6.233  4.720  -1.623
C  -1.257  -4.794  4.302  -0.023
C  0.231  -4.593  4.491  -1.103
C  0.767  -3.173  4.222  0.912
P  2.276  -2.819  5.112  0.846
C  3.552  -4.091  4.808  -1.009
C  4.886  -3.863  5.456  -0.691
C  4.948  -3.811  7.000  -0.341
C  4.363  -5.054  7.699  -1.146
C  2.702  -1.063  4.801  -1.185
C  3.239  -0.877  3.357  1.798
C  3.958  0.442  3.183  -0.812
C  3.177  1.743  3.244  -1.088
C  1.866  -2.843  6.912  -1.219
C  0.569  -2.106  7.254  -0.435
C  0.541  -1.668  8.742  -0.889
C  0.635  -2.847  9.710  -1.295
H  -2.616  -6.473  4.439  0.463
H  -1.539  -6.365  5.821  0.345
H  -0.987  -6.934  4.190  0.379
H  -1.863  -4.045  4.769  0.605
H  -1.496  -4.706  3.217  -0.286
H  0.723  -5.314  3.883  0.525
H  0.511  -4.772  5.547  0.306
H  0.149  -2.410  4.657  0.809
H  0.933  -2.996  3.201  -1.093
H  3.534  -4.127  3.716  -0.135
H  3.072  -5.042  5.068  0.786
H  5.263  -2.939  5.002  0.263
H  5.534  -4.679  5.078  0.494
H  4.493  -2.930  7.404  0.167
H  5.996  -3.651  7.257  0.531
H  5.095  -5.867  7.673  0.392
H  3.511  -5.400  7.121  0.241
H  4.052  -4.751  8.673  0.334
H  3.404  -0.718  5.567  0.655
H  1.743  -0.533  4.882  0.629
H  2.544  -1.128  2.601  -1.216
H  4.000  -1.692  3.222  0.030
H  4.457  0.358  2.233  0.076
H  4.745  0.517  3.956  0.419
H  3.807  2.595  2.904  0.488
H  2.858  1.993  4.231  0.222
H  2.243  1.759  2.665  0.299
H  2.688  -2.421  7.459  0.838
H  1.829  -3.881  7.246  0.710
H  -0.291  -2.762  7.115  0.311
H  0.490  -1.149  6.759  0.158
H  -0.369  -1.110  8.979  0.449
H  1.366  -1.018  8.975  0.395
H  0.609  -2.513  10.707  0.454
H  1.600  -3.281  9.549  0.251
H  -0.114  -3.593  9.416  0.323
C  0.479  3.471  -2.634  -1.301
C  1.126  2.139  -2.585  1.054
C  2.629  2.083  -2.360  -1.048
C  3.179  0.590  -2.610  1.229
P  4.934  0.304  -2.822  1.003
C  5.999  0.667  -1.403  -0.753
C  7.517  0.738  -1.490  -0.619
C  8.246  0.198  -0.269  -0.349
C  9.758  0.023  -0.463  -1.244
C  5.049  -1.446  -3.242  0.865
C  6.536  -1.949  -3.310  -1.558
C  7.389  -1.836  -4.600  -0.491
C  6.954  -3.048  -5.447  -1.039
C  5.455  1.288  -4.204  -1.901
C  4.832  1.009  -5.601  0.018
C  5.421  1.958  -6.578  -0.689
C  4.690  1.862  -7.880  -1.249
H  -0.651  3.408  -2.579  0.221
H  0.800  3.877  -3.628  0.344
H  0.797  4.176  -1.860  0.413
H  0.934  1.608  -3.508  -0.191
H  0.680  1.462  -1.839  -0.596
H  2.871  2.377  -1.345  0.412
H  3.148  2.784  -3.012  0.547
H  2.720  0.239  -3.564  -0.663
H  2.886  -0.187  -1.879  0.001
H  5.829  -0.169  -0.693  -0.165
H  5.610  1.552  -0.881  0.952
H  7.807  1.742  -1.842  0.513
H  7.770  0.033  -2.282  0.062
H  7.743  -0.739  -0.030  0.160
H  8.028  0.888  0.538  0.436
H  10.206  1.044  -0.684  0.298
H  9.924  -0.644  -1.316  0.268
H  10.259  -0.412  0.407  0.407
H  4.536  -1.537  -4.196  -0.502
H  4.473  -1.975  -2.488  0.587
H  6.386  -3.023  -3.163  0.554
H  7.071  -1.631  -2.422  0.519
H  8.471  -1.890  -4.396  0.414
H  7.215  -0.894  -5.182  0.086
H  5.888  -3.029  -5.606  0.003
H  7.141  -3.927  -4.819  0.374
H  7.429  -3.192  -6.411  0.440
H  6.554  1.239  -4.212  0.678
H  5.243  2.319  -3.916  0.877
H  3.766  1.122  -5.542  0.240
H  5.013  -0.010  -5.936  0.050
H  6.473  1.690  -6.670  0.332
H  5.402  2.993  -6.247  0.441
H  5.149  2.470  -8.661  0.449
H  3.602  2.065  -7.820  0.236
H  4.725  0.832  -8.225  0.278
O  1.941  -0.261  -6.867  -0.420
C  2.201  -1.468  -6.116  0.110
O  2.469  -2.509  -6.631  -0.723
O  2.051  -1.233  -4.908  -0.432
H  2.502  -0.444  -7.579  0.234
C  4.667  -3.549  0.675  -1.160
C  3.278  -2.871  0.689  0.235
O  2.488  -3.344  1.535  -0.840
O  3.042  -1.949  -0.130  -0.193
H  4.469  -4.522  0.158  0.370
H  4.935  -3.783  1.716  0.224
H  5.407  -2.958  0.134  -0.033
C  -4.462  -3.901  1.999  -0.891
C  -4.832  -2.528  1.410  0.279
O  -5.891  -2.487  0.651  -0.663
O  -4.060  -1.560  1.615  -0.705
H  -4.042  -4.457  1.161  0.203
H  -5.341  -4.505  2.214  0.466
H  -3.794  -3.748  2.828  0.178

Output
2S+1: 1
LUMO energy, eV: -7.9
Total charge: +5
E_tot, hartree: -4887.1807
HOMO energy, Ha: -0.560

ORCA calculation (ωB97M-V/def2-TZVPD) on one molecule with the formula C2H6BrNO2S.

Last column: Mulliken charge in e.
Element x y z (Å)
N  -2.135  -0.905  -0.083  -0.562
S  -1.018  0.375  -0.073  1.067
O  -0.998  1.046  1.232  -0.612
O  -1.198  1.013  -1.325  -0.587
C  0.648  -0.419  -0.098  -0.815
C  1.619  0.719  -0.073  -0.724
Br  3.405  -0.220  -0.027  -0.183
H  -1.954  -1.557  0.676  0.290
H  -3.034  -0.508  0.098  0.297
H  0.571  -1.014  0.755  0.467
H  0.640  -1.022  -0.905  0.524
H  1.668  1.193  0.803  0.451
H  1.786  1.299  -0.980  0.386

Output
SMILES: NS(=O)(=O)CCBr
2S+1: 1
LUMO energy, eV: 0.4
Total charge: 0
E_tot, hartree: -3257.2018
HOMO energy, Ha: -0.382

ORCA calculation (ωB97M-V/def2-TZVPD) on one molecule with the formula C14H27N3OS.

Last column: Mulliken charge in e.
Element x y z (Å)
C  -4.891  0.292  -2.320  -0.758
C  -4.647  1.821  -1.852  -1.273
N  -4.353  2.038  -0.449  0.458
C  -5.501  2.459  0.425  -0.608
C  -5.507  1.787  1.878  -1.201
C  -2.960  2.335  -0.025  -0.734
C  -2.071  1.133  -0.543  -0.589
C  -2.002  -0.208  0.289  -0.870
N  -0.584  -0.482  0.531  0.260
C  0.294  -0.836  -0.466  -0.016
O  0.078  -1.020  -1.620  -0.616
C  1.672  -0.969  0.199  0.709
C  2.306  -2.419  0.101  -1.487
C  3.798  -2.617  0.434  0.449
C  4.629  -1.808  -0.683  -1.260
C  4.145  -2.156  1.937  -1.514
N  1.380  -0.607  1.532  -0.067
C  -0.013  -0.351  1.803  -0.077
S  -0.672  -0.297  3.366  -0.300
H  -4.827  0.296  -3.448  0.304
H  -4.164  -0.372  -1.813  0.085
H  -5.932  -0.032  -2.266  0.350
H  -5.478  2.416  -2.219  0.558
H  -3.909  2.326  -2.456  0.484
H  -5.526  3.569  0.482  0.318
H  -6.481  2.167  -0.068  0.382
H  -5.316  0.755  1.691  0.291
H  -6.397  2.000  2.371  0.434
H  -4.703  2.145  2.491  0.317
H  -2.911  2.436  1.136  0.211
H  -2.560  3.203  -0.566  0.292
H  -2.412  0.890  -1.505  0.411
H  -1.046  1.548  -0.599  0.416
H  -2.476  -1.018  -0.397  0.204
H  -2.549  -0.086  1.180  0.469
H  2.321  -0.210  -0.269  0.203
H  1.691  -3.184  0.539  0.408
H  2.223  -2.555  -0.955  0.481
H  4.021  -3.631  0.241  0.506
H  5.363  -1.090  -0.213  0.316
H  5.193  -2.451  -1.427  0.300
H  4.038  -1.226  -1.340  0.374
H  3.319  -2.476  2.606  0.359
H  4.247  -1.097  1.929  0.363
H  5.166  -2.566  2.222  0.364
H  2.033  -0.188  2.148  0.294

Output
SMILES: CCN(CC)CCCN1C(=O)[C@H](CC(C)C)NC1=S
2S+1: 1
LUMO energy, eV: 0.4
Total charge: 0
E_tot, hartree: -1187.2798
HOMO energy, Ha: -0.291

ORCA calculation (ωB97M-V/def2-TZVPD) on one molecule with the formula C19H22ClNO2.

Last column: Mulliken charge in e.
Element x y z (Å)
C  -5.239  -1.285  -1.117  -1.026
C  -4.897  -0.811  0.294  -0.280
O  -4.044  0.320  0.313  -0.434
C  -2.683  0.073  0.543  -0.279
C  -1.949  -0.570  -0.647  -0.858
N  -0.516  -0.586  -0.427  0.738
C  0.050  -1.717  0.066  0.469
O  -0.604  -2.689  0.393  -0.653
C  1.546  -1.706  0.186  0.031
C  2.118  -1.885  1.441  -0.503
C  3.491  -1.910  1.600  -0.738
C  4.315  -1.774  0.496  -0.489
C  3.766  -1.652  -0.767  -0.606
C  2.389  -1.632  -0.918  0.907
Cl  1.735  -1.582  -2.514  -0.215
C  0.211  0.608  -0.681  -0.802
C  0.272  1.073  -1.991  -0.338
C  0.994  2.208  -2.292  -1.128
C  1.661  2.882  -1.285  -0.923
C  1.579  2.455  0.032  1.085
C  2.283  3.220  1.110  -1.543
C  0.829  1.317  0.351  1.510
C  0.675  0.920  1.788  -2.136
H  -4.372  -1.702  -1.620  0.259
H  -6.011  -2.049  -1.064  0.376
H  -5.612  -0.448  -1.702  0.259
H  -4.455  -1.630  0.875  0.313
H  -5.818  -0.490  0.793  0.350
H  -2.549  -0.563  1.431  0.341
H  -2.247  1.057  0.741  0.058
H  -2.174  -0.002  -1.552  0.288
H  -2.266  -1.608  -0.767  0.394
H  1.466  -2.012  2.293  0.529
H  3.917  -2.040  2.584  0.409
H  5.388  -1.786  0.613  0.409
H  4.397  -1.585  -1.639  0.451
H  -0.237  0.528  -2.772  0.578
H  1.048  2.561  -3.311  0.408
H  2.242  3.761  -1.522  0.392
H  2.862  4.036  0.685  0.417
H  1.567  3.638  1.817  0.328
H  2.956  2.569  1.666  0.312
H  -0.008  0.084  1.899  0.287
H  1.638  0.644  2.217  0.469
H  0.285  1.761  2.361  0.584

Output
SMILES: CCOCCN(C(=O)c1ccccc1Cl)c1cccc(C)c1C
2S+1: 1
LUMO energy, eV: 0.8
Total charge: 0
E_tot, hartree: -1402.6489
HOMO energy, Ha: -0.323